Density functional theory data (ωB97M-V/def2-TZVPD) for C25H42FOSi4 as an isolated structure.

Calculated values
**LUMO**: -4.81 eV
**HOMO energy**: -10.94 eV
**Total charge**: +1
**Frontier orbital gap**: 6.13 eV
**M**: 489.95 g mol⁻¹

Last column: Löwdin charge in e.
Geometry (Å):
C 1.6886 4.4989 0.1172  -0.19
Si 0.8618 3.0187 -0.6985  0.39
C -1.0085 3.1346 -0.5329  -0.21
C 1.2684 2.9928 -2.5369  -0.21
Si 1.4733 0.9603 0.2356  0.51
Si 3.7901 0.6339 -0.0272  0.44
C 4.5828 2.1377 -0.8214  -0.20
C 4.5689 0.2450 1.6257  -0.20
C 3.9293 -0.9189 -1.1317  -0.20
Si 0.7411 1.2129 2.4701  0.42
C 1.6127 2.6365 3.3731  -0.19
C -1.1234 1.4516 2.4661  -0.21
C 1.2271 -0.3790 3.3364  -0.24
O 0.6000 -0.2063 -0.7582  -0.20
C 0.8095 -1.5405 -0.9389  -0.34
C 0.6061 -2.0050 -2.3453  0.02
C 0.9399 -2.5033 0.0750  0.03
H 1.2847 5.3936 -0.3839  0.05
H 1.4690 4.5842 1.1889  0.01
H 2.7795 4.5005 -0.0152  0.02
H -1.3556 3.7888 -1.3502  0.04
H -1.4877 2.1506 -0.6577  0.03
H -1.3361 3.5626 0.4245  0.03
H 0.7061 3.8272 -2.9894  0.04
H 2.3361 3.1337 -2.7557  0.02
H 0.9304 2.0575 -3.0113  0.03
H 5.6478 1.8943 -0.9480  0.04
H 4.1673 2.3832 -1.8062  0.02
H 4.5127 3.0210 -0.1744  0.03
H 5.6453 0.4534 1.5426  0.05
H 4.1683 0.8550 2.4455  0.02
H 4.4468 -0.8134 1.8880  0.01
H 4.9743 -1.2791 -1.0976  0.05
H 3.2730 -1.7460 -0.8001  -0.01
H 3.6830 -0.6857 -2.1834  0.05
H 1.3961 2.4880 4.4451  0.04
H 2.7074 2.6220 3.2472  0.03
H 1.2423 3.6327 3.0886  0.02
H -1.5176 0.9690 3.3721  0.04
H -1.4203 2.5081 2.4827  0.03
H -1.6021 0.9767 1.5984  0.03
H 1.3371 -0.1432 4.4037  0.05
H 0.4494 -1.1526 3.2480  0.04
H 2.1685 -0.8328 3.0105  -0.02
H 0.7242 -3.0957 -2.4406  0.09
H -0.4280 -1.7498 -2.6375  0.12
H 1.3304 -1.5262 -3.0282  0.11
H 0.2303 -3.3478 -0.1765  0.14
H 1.0930 -2.1749 1.1278  0.08
F 4.8690 -4.7611 -3.4036  0.05
C 3.8701 -5.1351 -2.5313  -0.22
C 3.1298 -6.2698 -2.8734  0.01
C 2.1426 -6.6956 -1.9717  -0.05
C 1.8963 -5.9551 -0.8151  -0.03
C 2.6447 -4.7956 -0.4940  -0.22
C 2.2435 -3.9696 0.6570  -0.05
C 3.2161 -3.6258 1.7104  -0.19
C 2.7584 -3.1042 2.9517  -0.06
C 3.6356 -2.6341 3.9253  -0.08
C 5.0146 -2.7847 3.7509  -0.06
C 5.4969 -3.4207 2.5964  -0.06
C 4.6182 -3.8561 1.5971  -0.01
C 3.6869 -4.4074 -1.3556  0.03
H 3.3219 -6.8100 -3.8123  0.13
H 1.5909 -7.6187 -2.1724  0.12
H 1.1143 -6.2830 -0.1269  0.12
H 1.2942 -4.3454 1.1306  0.13
H 1.6849 -3.0943 3.1834  0.12
H 3.2313 -2.1347 4.8129  0.12
H 5.7121 -2.4015 4.4996  0.12
H 6.5805 -3.5727 2.4890  0.12
H 5.0217 -4.4356 0.7649  0.11
H 4.3515 -3.5816 -1.1231  0.10

Atomic forces in eV per Å
C 0.035 0.043 -0.004
Si -0.058 -0.226 -0.296
C -0.146 0.143 -0.214
C -0.153 0.162 -0.125
Si 0.329 1.083 0.510
Si -0.546 -0.643 -0.276
C 0.211 -0.176 0.023
C 0.301 0.111 0.108
C 0.232 0.218 -0.106
Si 0.191 -0.231 -0.353
C -0.009 -0.061 -0.111
C -0.130 -0.151 0.242
C -0.226 -0.114 0.516
O 1.193 -3.423 -0.464
C -0.952 2.589 -0.494
C -0.104 -0.172 -0.120
C 0.708 -1.197 1.770
H 0.158 -0.170 0.174
H 0.038 -0.005 -0.302
H -0.306 0.022 0.020
H -0.092 -0.169 0.322
H 0.101 0.329 0.007
H 0.092 -0.117 -0.291
H 0.256 -0.266 -0.066
H -0.328 -0.026 0.062
H 0.088 0.300 0.121
H -0.145 0.195 -0.033
H 0.080 -0.092 0.259
H 0.030 -0.188 -0.135
H -0.144 -0.106 0.167
H 0.111 -0.112 -0.164
H -0.022 0.203 -0.061
H -0.378 0.056 -0.106
H 0.379 0.487 -0.049
H 0.127 -0.116 0.362
H 0.094 0.106 -0.299
H -0.357 0.011 0.046
H 0.109 -0.377 0.095
H -0.070 0.174 -0.169
H 0.105 -0.265 0.004
H 0.125 0.101 0.236
H -0.053 -0.218 -0.029
H 0.082 0.232 0.026
H -0.247 0.515 -0.073
H 0.024 0.391 0.193
H 0.463 0.098 -0.091
H -0.442 0.036 0.320
H 0.765 1.154 0.492
H -1.125 0.198 -0.921
F -0.934 -0.153 0.961
C 0.649 -0.202 -0.540
C -0.176 0.136 0.297
C 0.441 0.213 -0.077
C 0.017 0.343 0.172
C -0.207 -0.323 -1.098
C -1.519 -1.177 0.668
C 0.855 0.676 0.784
C -0.075 -0.301 -0.383
C 0.153 -0.251 -0.008
C -0.140 0.082 -0.434
C -0.096 -0.084 0.156
C -0.230 0.297 0.149
C -0.121 -0.512 -0.432
H -0.001 0.381 0.575
H 0.125 0.447 0.084
H 0.175 0.114 -0.200
H 1.300 0.063 -0.425
H 0.455 0.179 -0.350
H 0.216 -0.387 -0.297
H -0.243 -0.188 -0.240
H -0.624 -0.038 -0.021
H -0.157 0.409 0.168
H -0.252 -0.056 -0.233

---

Density functional theory data (ωB97M-V/def2-TZVPD) for C25H42MoN8O3P as an isolated structure.

Calculated values
**Energy relative to the best compared isomer or geometry (same formula, charge and spin)**: 0.00 kJ/mol
**LUMO (alpha / beta)**: -9.19 / -9.09 eV
**HOMO energy (alpha / beta)**: -16.34 / -16.37 eV
**Total charge**: +3
**Multiplicity**: 3
**Frontier orbital gap (alpha / beta)**: 7.15 / 7.28 eV
**M**: 629.58 g mol⁻¹

Last column: Löwdin charge in e.
Geometry (Å):
Mo -0.7944 -0.0080 0.6122  1.59
N -1.1333 1.9473 1.7350  -0.06
C -2.5478 2.4748 1.7188  -0.18
C -3.0219 2.8600 0.3260  -0.07
C -3.0144 1.7132 -0.6538  -0.52
O -3.4883 1.7125 -1.7351  0.18
O -2.3844 0.5928 -0.1386  -0.30
H -0.8749 1.8364 2.7052  0.10
H -0.5199 2.6801 1.3971  0.06
H -2.6117 3.3381 2.3736  0.13
H -3.1869 1.7017 2.1301  0.12
H -2.4310 3.6729 -0.1007  0.13
H -4.0420 3.2361 0.3838  0.15
C 2.3702 -0.8490 5.1635  0.01
N 2.1385 -0.2767 3.8191  -0.10
C 3.2036 0.5405 3.2116  0.01
C 1.0253 -0.4985 3.1422  -0.38
N 0.8569 -0.0819 1.8879  -0.03
N 0.0389 -1.2039 3.8008  0.18
C -1.2660 -1.4673 3.4078  -0.44
N -1.9571 -2.2113 4.2717  0.22
N -1.7577 -0.9980 2.2971  0.03
H 3.4087 -0.6992 5.4290  0.11
H 2.2020 -1.9269 5.1730  0.11
H 1.7575 -0.3564 5.9208  0.12
H 3.9082 0.8199 3.9854  0.11
H 2.8002 1.4627 2.7926  0.10
H 3.7447 -0.0149 2.4426  0.11
H 1.6848 0.3969 1.5660  0.03
H 0.2883 -1.5371 4.7129  0.13
H -1.5708 -2.5509 5.1370  0.14
H -2.9224 -2.4356 4.0977  0.14
H -2.7287 -1.2620 2.1737  0.10
C 2.0403 -0.2602 -1.4624  -0.22
P 0.7258 0.9620 -1.1593  0.95
C -0.0229 1.2361 -2.7808  -0.35
C -0.4502 2.4997 -3.1817  -0.07
C -1.0545 2.6660 -4.4193  -0.03
C -1.2388 1.5770 -5.2592  -0.03
C -0.8091 0.3147 -4.8670  -0.05
C -0.2075 0.1405 -3.6293  -0.11
C 1.5897 2.4794 -0.6737  -0.36
C 0.8371 3.6132 -0.3330  -0.14
C 1.4568 4.8000 0.0250  -0.04
C 2.8455 4.8679 0.0608  -0.03
C 3.6022 3.7556 -0.2813  -0.04
C 2.9820 2.5646 -0.6488  -0.08
H 2.6290 0.0528 -2.3224  0.08
H 1.6074 -1.2343 -1.6679  0.03
H 2.6874 -0.3468 -0.5897  0.04
H -0.2863 3.3680 -2.5547  0.10
H -1.3733 3.6539 -4.7326  0.13
H -1.7062 1.7126 -6.2282  0.13
H -0.9282 -0.5323 -5.5334  0.12
H 0.1402 -0.8466 -3.3462  0.09
H -0.2434 3.5901 -0.4277  0.08
H 0.8636 5.6782 0.2547  0.12
H 3.3364 5.7964 0.3345  0.13
H 4.6854 3.8156 -0.2840  0.12
H 3.6034 1.7245 -0.9418  0.10
C -2.6681 -1.9434 -2.1554  0.01
N -1.7331 -3.0364 -1.8199  -0.08
C -2.1851 -4.3888 -2.2083  0.01
C -0.7081 -2.8092 -1.0272  -0.42
O -0.6703 -1.6819 -0.3549  -0.26
N 0.3148 -3.6535 -0.8840  -0.10
C 0.7763 -4.5757 -1.9379  0.00
C 1.1706 -3.6321 0.3077  -0.01
H -3.2577 -2.2579 -3.0104  0.11
H -2.1478 -1.0370 -2.4256  0.06
H -3.3444 -1.7405 -1.3292  0.10
H -3.2624 -4.4291 -2.0679  0.11
H -1.7404 -5.1518 -1.5809  0.09
H -1.9674 -4.5947 -3.2540  0.11
H 0.3870 -4.2852 -2.9085  0.10
H 0.5061 -5.6087 -1.7251  0.11
H 1.8620 -4.5118 -1.9796  0.10
H 0.7798 -2.9576 1.0529  0.06
H 2.1826 -3.3259 0.0426  0.10
H 1.2195 -4.6358 0.7296  0.11

Atomic forces in eV per Å
Mo 0.087 0.325 0.447
N -0.493 -0.045 -0.263
C 0.224 0.028 -0.115
C 0.177 -0.198 0.148
C 0.225 -0.016 0.350
O -0.063 -0.160 -0.303
O -0.739 0.132 -0.361
H 0.084 -0.145 0.284
H 0.239 0.184 -0.155
H 0.030 0.113 0.101
H -0.064 -0.142 0.068
H 0.008 0.041 -0.010
H -0.065 0.042 -0.018
C -0.034 0.086 -0.121
N 0.324 0.017 0.236
C 0.006 -0.107 0.075
C -0.194 -0.055 -0.222
N -0.092 -0.136 0.350
N -0.121 0.074 -0.338
C 0.022 0.152 -0.157
N -0.006 -0.052 0.099
N 0.144 -0.051 0.165
H 0.080 0.050 -0.021
H -0.006 -0.009 -0.059
H -0.026 0.021 -0.046
H 0.026 -0.007 0.067
H -0.032 0.020 0.027
H -0.038 -0.029 0.004
H 0.107 0.103 -0.105
H 0.046 -0.046 0.226
H 0.004 -0.012 0.018
H -0.065 -0.010 -0.012
H -0.057 0.002 -0.059
C -0.001 0.113 0.064
P 0.316 0.173 -0.349
C -0.100 -0.070 0.045
C 0.008 0.063 -0.026
C -0.032 0.058 -0.028
C -0.019 -0.011 -0.049
C 0.026 -0.031 0.030
C -0.019 0.080 -0.066
C -0.081 0.059 0.126
C 0.069 -0.024 -0.069
C -0.021 0.002 0.006
C 0.088 0.031 0.002
C 0.030 -0.001 0.009
C 0.065 -0.021 0.021
H 0.076 0.006 -0.031
H -0.059 -0.060 -0.008
H 0.017 -0.043 0.011
H -0.026 -0.071 -0.107
H 0.027 -0.094 0.030
H 0.047 -0.010 0.091
H 0.000 0.070 0.046
H 0.004 -0.011 -0.005
H 0.001 0.005 0.074
H 0.039 -0.073 -0.013
H -0.056 -0.114 -0.037
H -0.106 0.000 0.007
H -0.081 0.089 0.036
C -0.029 -0.275 0.031
N -0.524 -0.029 -0.316
C 0.043 0.140 0.003
C 0.276 0.398 0.311
O 0.066 -0.657 -0.281
N 0.355 -0.209 0.092
C -0.123 0.037 0.087
C -0.030 -0.125 -0.295
H 0.015 -0.062 -0.055
H 0.178 0.165 0.030
H -0.048 -0.008 0.108
H -0.034 0.048 0.016
H 0.114 0.027 0.069
H 0.036 0.015 -0.025
H -0.093 0.038 0.017
H -0.035 0.002 0.015
H 0.033 0.032 0.018
H -0.163 0.169 0.137
H 0.026 0.037 -0.040
H -0.015 -0.025 -0.032

---

> Which value of total charge does entry 1 give?

+1